Entry 1:
# C64H64N8O4Ti

A molecular structure, C64H64N8O4Ti at a distorted geometry (ωB97M-V with the def2-TZVPD basis set, the OMol25 dataset).

Each line ends with the Mulliken charge.
Cartesian coordinates (Å):
Ti  -0.495  1.176  0.653  -0.47
C  1.178  -1.351  -3.782  -1.48
C  2.333  -0.534  -4.349  2.57
C  2.157  -0.374  -5.867  -1.78
C  3.658  -1.237  -4.035  -2.04
C  2.239  0.864  -3.732  -0.11
O  1.177  1.378  -3.418  -0.69
N  3.424  1.525  -3.602  0.36
C  3.620  2.860  -3.194  -0.06
C  4.596  3.579  -3.882  -0.45
C  4.907  4.881  -3.539  -0.73
C  4.226  5.499  -2.502  -1.03
C  3.254  4.793  -1.818  -0.65
C  2.938  3.469  -2.138  0.58
C  1.938  2.798  -1.258  0.25
C  2.367  1.837  -0.354  0.84
C  3.740  1.507  -0.177  -2.00
C  3.836  0.803  0.975  -1.71
C  2.519  0.667  1.499  0.68
N  1.600  1.271  0.662  1.43
C  2.251  0.099  2.739  1.12
C  0.967  -0.016  3.230  0.21
C  0.624  -0.806  4.377  -1.16
C  -0.719  -0.960  4.370  -1.75
C  -1.219  -0.174  3.287  0.67
C  -2.564  0.021  3.004  0.80
C  -2.992  1.118  2.280  -0.70
N  -2.183  1.911  1.493  0.61
C  -3.040  2.837  0.920  1.02
C  -2.729  3.631  -0.157  0.77
C  -1.469  3.676  -0.737  0.30
C  -1.125  4.549  -1.801  -1.76
C  0.178  4.324  -2.104  -1.60
C  0.651  3.315  -1.226  0.99
N  -0.366  2.906  -0.370  0.70
C  -3.835  4.373  -0.821  -0.19
C  -4.270  5.578  -0.272  -0.68
C  -5.240  6.346  -0.889  -0.93
C  -5.787  5.906  -2.086  -0.79
C  -5.381  4.703  -2.630  -0.76
C  -4.415  3.913  -2.005  0.71
N  -4.105  2.702  -2.679  0.50
C  -3.654  1.471  -2.312  -0.56
O  -3.237  1.189  -1.192  -0.43
C  -3.682  0.449  -3.461  2.09
C  -2.633  0.890  -4.501  -1.73
C  -5.070  0.372  -4.110  -1.80
C  -3.324  -0.930  -2.907  -1.51
C  -4.363  2.654  1.417  -1.52
C  -4.345  1.561  2.216  -1.17
C  -3.549  -1.094  3.138  0.25
C  -4.239  -1.485  4.273  -0.88
C  -5.148  -2.536  4.202  -0.83
C  -5.385  -3.184  2.999  -0.62
C  -4.703  -2.802  1.849  -0.30
C  -3.782  -1.781  1.932  -0.58
N  -3.023  -1.326  0.777  1.00
C  -1.724  -1.514  0.608  -1.24
O  -1.075  -0.518  0.091  1.36
C  -1.033  -2.845  0.805  2.75
C  0.476  -2.675  0.681  -1.44
C  -1.556  -3.715  -0.361  -1.72
C  -1.337  -3.543  2.138  -1.58
N  -0.183  0.410  2.588  0.91
C  3.392  -0.367  3.580  0.45
C  3.717  0.376  4.713  -0.75
C  4.777  0.013  5.525  -1.04
C  5.548  -1.088  5.185  -0.69
C  5.245  -1.824  4.052  -0.35
C  4.151  -1.499  3.259  -0.03
N  3.840  -2.251  2.099  0.29
C  3.692  -3.602  1.832  -0.44
O  3.638  -3.922  0.660  -0.69
C  3.524  -4.648  2.945  2.50
C  4.887  -5.291  3.237  -1.60
C  2.883  -4.091  4.222  -1.48
C  2.605  -5.745  2.390  -1.58
H  1.221  -2.373  -4.159  0.58
H  0.221  -0.909  -4.049  0.12
H  1.246  -1.372  -2.696  0.01
H  2.055  -1.356  -6.332  0.46
H  3.016  0.123  -6.320  0.34
H  1.263  0.209  -6.092  0.38
H  3.597  -2.281  -4.341  0.48
H  3.882  -1.218  -2.966  0.33
H  4.504  -0.806  -4.576  0.48
H  4.230  1.085  -4.015  0.22
H  5.110  3.103  -4.709  0.47
H  5.672  5.414  -4.087  0.43
H  4.453  6.519  -2.225  0.47
H  2.733  5.261  -0.992  0.56
H  4.540  1.834  -0.821  0.66
H  4.734  0.451  1.459  0.64
H  1.339  -1.219  5.069  0.70
H  -1.332  -1.512  5.064  0.55
H  -1.802  5.250  -2.260  0.61
H  0.773  4.800  -2.864  0.71
H  -3.809  5.917  0.648  0.55
H  -5.559  7.281  -0.449  0.46
H  -6.537  6.496  -2.594  0.42
H  -5.830  4.359  -3.555  0.51
H  -4.442  2.717  -3.629  0.21
H  -3.014  1.693  -5.137  0.35
H  -2.386  0.052  -5.152  0.51
H  -1.711  1.235  -4.032  0.28
H  -5.374  1.296  -4.605  0.42
H  -5.838  0.106  -3.381  0.37
H  -5.056  -0.401  -4.880  0.45
H  -2.444  -0.880  -2.267  -0.04
H  -3.115  -1.611  -3.732  0.56
H  -4.151  -1.347  -2.328  0.30
H  -5.207  3.271  1.155  0.60
H  -5.163  1.110  2.755  0.65
H  -4.081  -0.956  5.204  0.57
H  -5.684  -2.839  5.090  0.48
H  -6.104  -3.990  2.952  0.46
H  -4.881  -3.301  0.905  0.50
H  -3.338  -0.442  0.371  0.22
H  0.757  -2.279  -0.288  -0.49
H  0.956  -3.646  0.788  0.70
H  0.871  -2.017  1.460  -0.13
H  -2.626  -3.901  -0.273  0.25
H  -1.032  -4.671  -0.328  0.52
H  -1.357  -3.251  -1.329  0.28
H  -0.986  -2.959  2.988  0.06
H  -0.792  -4.486  2.133  0.48
H  -2.389  -3.775  2.275  0.42
H  3.127  1.254  4.949  0.57
H  5.012  0.599  6.403  0.44
H  6.401  -1.365  5.790  0.45
H  5.870  -2.657  3.764  0.58
H  3.767  -1.729  1.236  0.16
H  5.618  -4.581  3.617  0.18
H  5.293  -5.749  2.335  0.41
H  4.762  -6.070  3.990  0.46
H  3.581  -3.541  4.850  0.33
H  2.501  -4.925  4.813  0.57
H  2.039  -3.436  3.987  0.04
H  2.968  -6.117  1.435  0.36
H  1.591  -5.368  2.250  0.17
H  2.563  -6.570  3.101  0.55

Computed properties:
- gap between HOMO and LUMO (eV) = 5.68
- energy above the lowest of the compared OMol25 structures with the same formula, charge and spin (kJ/mol) = 0.00
- net charge = +2
- calculated total energy (Eh) = -4065.4583
- multiplicity = 1

Entry 2:
# C65H139N9O9

12 unconnected molecules or ions with the total composition C65H139N9O9 at a distorted geometry (ωB97M-V with the def2-TZVPD basis set, the OMol25 dataset).

Each line ends with the Mulliken charge.
Cartesian coordinates (Å):
C  2.091  -4.765  -2.933  -0.82
C  3.095  -4.582  -1.795  0.18
N  3.520  -5.845  -1.232  0.40
C  4.090  -6.922  -1.962  -0.28
C  4.201  -8.024  -1.095  -0.51
N  3.848  -7.573  0.168  0.19
C  3.362  -6.247  0.041  -0.49
C  4.042  -8.316  1.428  -0.79
H  1.327  -5.505  -2.693  0.33
H  2.541  -4.970  -3.905  0.48
H  1.634  -3.790  -3.101  0.02
H  2.746  -3.995  -0.946  -0.28
H  3.946  -3.977  -2.110  0.22
H  4.416  -6.866  -2.990  0.45
H  4.631  -9.013  -1.049  0.41
H  2.942  -5.596  0.793  0.54
H  4.794  -9.104  1.391  0.34
H  3.198  -8.882  1.823  0.32
H  4.319  -7.598  2.200  0.32
C  -5.365  -0.281  0.567  -1.46
C  -4.908  0.989  -0.224  1.31
C  -5.499  2.275  0.376  -1.59
N  -5.045  3.614  -0.246  0.54
C  -5.493  3.639  -1.746  -0.88
C  -3.506  3.906  -0.108  0.22
C  -3.265  5.373  -0.076  -0.09
C  -4.644  5.995  0.120  -0.90
C  -5.615  4.888  0.491  -0.57
H  -4.652  -0.392  1.384  0.26
H  -5.513  -1.239  0.069  0.30
H  -6.387  -0.069  0.884  0.57
H  -5.409  0.827  -1.178  -0.06
H  -3.832  1.069  -0.377  -0.46
H  -5.069  2.324  1.377  0.45
H  -6.577  2.230  0.531  0.55
H  -4.929  2.939  -2.361  0.17
H  -5.108  4.552  -2.200  0.43
H  -6.581  3.581  -1.749  0.32
H  -3.096  3.346  -0.949  0.07
H  -3.060  3.563  0.826  -0.25
H  -2.724  5.830  -0.905  0.35
H  -2.665  5.544  0.818  0.00
H  -5.053  6.442  -0.786  0.31
H  -4.694  6.756  0.898  0.41
H  -6.653  4.993  0.175  0.44
H  -5.542  4.691  1.560  0.43
C  0.354  4.307  4.741  -1.34
C  1.449  5.164  3.874  0.06
C  0.721  6.466  3.437  -1.01
N  1.565  7.507  2.593  0.18
C  1.676  7.132  1.073  -0.84
C  2.920  7.636  3.287  -0.78
C  3.467  8.967  2.895  -0.40
C  2.289  9.786  2.378  -0.74
C  1.052  8.934  2.812  -0.56
H  -0.378  3.827  4.091  0.21
H  -0.304  4.885  5.390  0.41
H  0.758  3.501  5.353  0.40
H  1.858  4.564  3.061  -0.04
H  2.327  5.307  4.504  0.57
H  0.323  7.000  4.300  0.42
H  -0.238  6.290  2.949  0.51
H  0.644  6.868  0.841  0.30
H  2.474  6.391  1.043  0.27
H  1.995  8.006  0.504  0.39
H  3.494  6.738  3.060  0.40
H  2.680  7.648  4.350  0.40
H  4.250  8.852  2.145  0.30
H  3.785  9.427  3.831  0.33
H  2.302  9.903  1.294  0.28
H  2.267  10.782  2.820  0.43
H  0.139  9.105  2.241  0.42
H  0.837  9.065  3.872  0.44
C  6.618  2.645  -4.151  -1.53
C  6.807  2.372  -2.662  -0.08
C  5.597  2.881  -1.771  -0.47
N  5.765  2.640  -0.245  0.55
C  7.015  3.458  0.167  -1.06
C  5.811  1.089  0.180  -0.30
C  4.774  0.899  1.249  -0.64
C  3.675  1.986  0.929  0.90
C  4.553  3.215  0.557  -1.03
H  5.731  2.291  -4.675  0.24
H  7.497  2.347  -4.723  0.39
H  6.451  3.705  -4.346  0.47
H  7.790  2.756  -2.390  0.36
H  6.905  1.300  -2.495  0.36
H  4.623  2.447  -1.999  -0.08
H  5.372  3.940  -1.897  0.55
H  6.937  4.523  -0.052  0.34
H  7.927  3.112  -0.320  0.35
H  7.098  3.471  1.254  0.44
H  6.849  0.983  0.496  0.48
H  5.677  0.464  -0.703  0.02
H  5.182  1.005  2.254  0.41
H  4.315  -0.089  1.215  0.17
H  3.039  2.040  1.812  0.62
H  2.999  1.654  0.141  -0.91
H  4.864  3.554  1.545  0.41
H  4.051  4.001  -0.007  0.18
C  -4.119  -3.438  2.147  -0.27
C  -4.940  -4.654  1.883  -0.12
C  -4.668  -5.738  3.114  -0.70
N  -5.623  -7.038  3.040  0.21
C  -7.054  -6.704  3.397  -0.92
C  -5.081  -8.167  3.926  -0.64
C  -3.884  -8.813  3.162  -0.55
C  -4.195  -8.403  1.647  -0.07
C  -5.557  -7.818  1.727  -0.88
H  -3.048  -3.587  2.005  -0.34
H  -4.330  -2.921  3.083  0.72
H  -4.352  -2.824  1.277  -0.42
H  -4.482  -5.104  1.002  0.10
H  -6.019  -4.570  1.761  0.56
H  -4.815  -5.207  4.055  0.40
H  -3.702  -6.230  3.007  0.17
H  -6.939  -6.510  4.463  0.44
H  -7.801  -7.483  3.242  0.37
H  -7.354  -5.832  2.816  0.28
H  -5.933  -8.828  4.086  0.43
H  -4.801  -7.730  4.884  0.36
H  -3.815  -9.898  3.252  0.41
H  -3.014  -8.344  3.620  0.21
H  -3.976  -9.304  1.072  0.50
H  -3.448  -7.712  1.257  -0.16
H  -6.304  -8.608  1.653  0.46
H  -5.713  -7.189  0.849  0.50
C  0.324  3.139  0.316  -1.23
C  -0.131  1.646  0.594  0.64
C  0.041  0.688  -0.658  1.27
N  0.202  -0.801  -0.233  1.04
C  1.289  -1.069  0.825  0.09
C  0.395  -1.729  -1.447  1.73
C  -0.969  -1.960  -2.028  -0.33
C  -1.989  -1.696  -0.936  1.00
C  -1.209  -1.200  0.291  0.67
H  1.378  3.407  0.246  -0.34
H  -0.119  3.828  1.036  0.40
H  -0.127  3.497  -0.609  0.26
H  -1.210  1.726  0.732  -0.16
H  0.367  1.326  1.509  -0.35
H  0.958  1.007  -1.153  -0.34
H  -0.778  0.788  -1.370  0.26
H  1.581  -2.112  0.949  0.00
H  1.142  -0.545  1.770  0.01
H  2.116  -0.539  0.353  -0.29
H  0.886  -2.673  -1.207  -0.76
H  1.050  -1.150  -2.098  -1.24
H  -1.128  -2.997  -2.325  0.80
H  -1.101  -1.328  -2.906  -0.41
H  -2.530  -2.593  -0.634  0.56
H  -2.755  -0.972  -1.213  -1.45
H  -0.970  -2.072  0.900  -1.10
H  -1.609  -0.446  0.968  0.30
C  1.288  -1.718  -6.489  -1.26
C  1.117  -0.173  -6.567  -0.56
C  0.688  0.454  -5.172  0.45
N  0.505  1.970  -5.186  0.43
C  -0.565  2.393  -6.165  -0.86
C  1.919  2.692  -5.324  -0.12
C  1.793  4.013  -4.620  -1.22
C  0.835  3.794  -3.482  -0.04
C  0.149  2.441  -3.745  0.38
H  0.383  -2.271  -6.236  0.34
H  2.087  -1.941  -5.783  0.20
H  1.667  -2.133  -7.423  0.45
H  0.332  0.071  -7.283  0.47
H  2.044  0.265  -6.938  0.27
H  1.430  0.251  -4.399  -0.57
H  -0.234  0.007  -4.800  0.12
H  -0.181  2.081  -7.136  0.35
H  -0.630  3.479  -6.110  0.39
H  -1.543  2.015  -5.868  0.25
H  2.256  2.764  -6.358  0.46
H  2.638  2.005  -4.880  -0.05
H  1.549  4.924  -5.166  0.37
H  2.736  4.405  -4.238  0.54
H  0.068  4.566  -3.432  0.44
H  1.390  3.745  -2.545  -0.16
H  -0.930  2.456  -3.590  0.67
H  0.571  1.649  -3.126  -0.89
C  1.453  -2.305  4.433  -1.29
C  0.251  -2.987  3.956  0.81
O  -0.864  -2.454  3.730  -0.41
N  0.325  -4.507  3.876  0.53
H  -0.299  -4.847  3.158  -0.33
H  1.254  -4.817  3.629  0.43
C  -0.097  -5.199  5.174  -0.81
H  2.145  -2.302  3.591  0.30
H  1.969  -2.818  5.244  0.43
H  1.249  -1.274  4.723  0.31
H  0.666  -5.051  5.939  0.38
H  -0.238  -6.256  4.948  0.36
H  -0.968  -4.699  5.599  0.35
C  -1.125  -5.744  -0.812  -0.77
C  -0.794  -5.402  0.706  0.48
O  -1.566  -5.687  1.579  -0.63
O  0.265  -4.830  0.969  -0.44
H  -2.202  -5.794  -0.974  0.28
H  -0.704  -6.737  -0.972  0.52
H  -0.708  -4.970  -1.455  -0.41
C  4.319  -0.886  -3.705  -1.16
C  3.723  -0.448  -2.357  0.44
O  3.035  0.590  -2.321  -0.38
O  3.816  -1.317  -1.464  -0.69
H  4.289  -1.976  -3.679  0.18
H  5.348  -0.529  -3.719  0.22
H  3.750  -0.569  -4.580  0.06
C  -4.837  -0.494  -3.591  -0.64
C  -3.930  0.667  -4.015  0.30
O  -3.188  1.119  -3.134  -0.28
O  -3.979  1.090  -5.202  -0.80
H  -4.139  -1.215  -3.166  -0.07
H  -5.130  -0.960  -4.532  0.43
H  -5.693  -0.282  -2.950  0.23
C  -1.267  1.141  4.206  0.11
C  -2.780  1.339  4.046  0.47
O  -3.220  1.506  2.925  -0.57
O  -3.501  1.338  5.062  -0.78
H  -0.893  0.133  4.388  0.03
H  -0.989  1.710  5.094  0.27
H  -0.732  1.439  3.305  -0.45

Computed properties:
- gap between HOMO and LUMO (eV) = 5.61
- net charge = +4
- calculated total energy (Eh) = -3728.5870
- multiplicity = 1